81
Properties=species:S:1:pos:R:3:forces:R:3 method="wB97M-V/def2-TZVPD" multiplicity=1 e_homo_ev=-9.15 total_energy_ev=-95434.6053 charge=0
C 3.80815 0.91764 -3.06498 -0.918 -0.234 -0.134
C 3.31212 0.21210 -4.36488 1.638 0.691 -0.039
O 4.09860 0.80942 -5.43706 -0.389 -0.118 -0.089
C 3.68945 -1.28920 -4.36323 0.291 0.718 -0.394
O 2.63793 -2.21945 -4.12448 0.521 -0.823 -0.591
O 1.52506 -1.57485 -3.53116 -1.311 0.823 0.467
S 0.28862 -2.71602 -3.70808 0.678 -2.155 0.042
O -0.14296 -2.96209 -2.34078 -0.252 0.869 -0.795
O -0.94535 -2.05505 -4.57719 0.645 0.562 1.141
C -1.69330 -1.03760 -3.91173 0.220 2.697 -0.947
C -1.03991 0.35770 -4.21829 0.149 -1.651 3.523
C -1.46656 1.50631 -3.15041 0.034 0.465 -1.932
O -0.07433 0.77208 -3.33037 -0.293 0.120 -2.997
H 2.96533 1.49703 -2.66438 0.396 -0.013 0.169
H 4.64399 1.58560 -3.29991 -0.267 -0.139 -0.072
H 4.15484 0.20690 -2.30738 -0.241 0.139 -0.069
H 2.27025 0.44233 -4.59611 0.029 -0.512 0.432
H 3.47632 1.20881 -6.05129 0.181 -0.028 -0.085
H 4.10626 -1.52689 -5.35210 -0.423 -0.064 0.159
H 4.51488 -1.44369 -3.65174 -0.435 -0.097 0.103
H -2.66714 -0.93728 -4.40064 -0.055 -0.714 0.367
H -1.73498 -1.10647 -2.82261 -0.102 -0.421 -0.224
H -0.94543 0.66237 -5.26955 -0.040 -0.008 0.344
H -0.88414 2.32894 -2.70296 -1.226 -0.286 1.478
H -1.72342 2.15391 -4.06344 1.142 0.186 0.198
C 5.76909 0.44006 3.39160 0.119 -0.233 -0.221
C 5.77723 1.75061 2.63331 -0.320 -0.020 0.637
O 6.70962 1.70562 1.53646 0.177 0.107 -0.330
C 6.27026 1.13086 0.42499 -0.274 0.242 0.778
O 5.18384 0.65599 0.27431 0.025 -0.178 -0.440
C 7.34570 1.20168 -0.66482 0.765 -0.076 -0.741
F 8.55782 0.88128 -0.19139 -0.220 0.010 0.149
F 7.42947 2.44073 -1.17393 -0.212 -0.038 0.214
F 7.08016 0.37070 -1.67425 -0.235 0.037 0.248
H 6.77738 0.18030 3.71655 -0.019 0.095 0.082
H 5.12243 0.50867 4.26601 0.004 0.047 -0.019
H 5.41385 -0.37604 2.76164 -0.094 0.049 0.018
H 6.11348 2.55474 3.28526 0.215 0.034 -0.200
H 4.78128 2.01617 2.27877 0.075 -0.095 -0.209
C -4.41512 1.25696 0.58974 0.541 0.170 -0.437
C -4.84924 2.59542 1.14380 -0.458 -0.601 0.086
O -3.74288 3.51598 1.18489 0.209 0.413 0.027
C -3.46313 4.14016 0.04754 -0.626 -0.604 0.315
O -4.04542 3.99831 -0.98580 0.229 0.290 -0.284
C -2.30026 5.11583 0.25960 0.830 0.533 0.131
F -1.30736 4.56536 0.97223 -0.208 -0.108 -0.067
F -2.70719 6.21105 0.92270 -0.197 -0.193 -0.064
F -1.77806 5.52242 -0.89994 -0.256 -0.178 -0.023
H -3.56943 0.86461 1.15664 -0.099 -0.021 0.094
H -5.22622 0.54414 0.63101 -0.031 0.040 -0.120
H -4.09039 1.34897 -0.44790 -0.049 0.067 -0.003
H -5.18865 2.47955 2.17181 0.232 0.190 0.070
H -5.67850 3.01659 0.57531 0.185 0.145 -0.120
C -6.02156 -5.11226 3.99430 0.153 0.224 0.221
C -6.43751 -4.32188 2.77187 -0.050 -0.706 -0.026
O -6.55892 -2.92172 3.08093 -0.056 0.426 -0.042
C -5.42613 -2.22587 3.07539 -0.229 -0.748 -0.182
O -4.34095 -2.66009 2.84122 0.288 0.268 0.015
C -5.70982 -0.74959 3.36707 -0.147 1.030 0.446
F -6.56718 -0.58440 4.38407 0.014 -0.275 -0.134
F -6.24806 -0.14448 2.28941 -0.213 -0.445 0.294
F -4.60070 -0.08136 3.68223 0.048 -0.326 -0.160
H -6.71037 -4.92925 4.82015 -0.083 -0.072 -0.074
H -6.00970 -6.17930 3.77355 -0.024 0.022 -0.039
H -5.02786 -4.81764 4.33230 0.032 -0.056 -0.099
H -7.42162 -4.64582 2.43736 -0.078 0.280 0.048
H -5.74728 -4.47255 1.94205 0.107 0.210 0.081
C 1.89846 -1.45541 -0.22216 -0.250 -0.178 0.142
C 2.29868 -0.62787 0.97866 0.434 -0.102 -0.588
O 1.13390 -0.20293 1.71282 -0.224 0.207 0.357
C 0.61942 -1.07733 2.56707 0.714 0.046 -0.568
O 1.03789 -2.17536 2.78117 -0.269 -0.129 0.319
C -0.58094 -0.44815 3.28034 -1.062 0.382 0.460
F -1.38347 0.20742 2.42619 0.228 -0.099 -0.108
F -0.18459 0.44461 4.20610 0.284 -0.129 -0.150
F -1.33076 -1.35479 3.90368 0.323 -0.151 -0.127
H 1.18708 -0.92020 -0.85074 0.128 0.105 -0.025
H 2.77966 -1.70258 -0.81499 -0.011 0.031 -0.010
H 1.41421 -2.38344 0.08215 0.095 -0.037 0.001
H 2.80242 0.27715 0.64874 -0.214 0.146 0.172
H 2.99168 -1.16417 1.62763 -0.215 -0.051 0.150

=====

64
Properties=species:S:1:pos:R:3:forces:R:3 method="wB97M-V/def2-TZVPD" multiplicity=5 e_homo_ev="-13.68 / -13.63" s2=6.016 total_energy_ev=-48440.1494 charge=+2
Rh -1.46776 -0.32469 1.56015 0.727 0.758 0.270
C 0.25824 -1.64199 3.75745 -0.135 -0.225 0.278
C -1.12486 -2.01449 4.30435 0.554 0.056 -0.050
N -2.17396 -1.69049 3.31905 -0.189 -0.499 -0.721
C -3.32556 -0.95349 3.85775 -0.248 0.370 0.283
C -2.93516 0.47791 4.25265 -0.280 -0.471 0.056
N -2.16856 1.12371 3.18225 -0.285 0.187 -0.871
C -0.95796 1.81661 3.62905 0.447 0.107 0.267
C 0.08884 0.80471 4.12485 -0.299 0.449 -0.012
N 0.23184 -0.30209 3.17305 0.081 -0.022 -0.488
H 0.53544 -2.33829 2.96305 0.046 0.012 0.038
H 1.00254 -1.71999 4.55895 -0.046 -0.067 -0.072
H -1.32136 -1.46419 5.22385 -0.053 -0.075 0.015
H -1.12976 -3.07919 4.55415 -0.087 0.142 0.020
H -2.51956 -2.55289 2.90055 0.056 0.159 0.217
H -3.75896 -1.46049 4.72895 0.016 0.036 -0.128
H -4.08966 -0.91299 3.07525 0.025 -0.050 0.060
H -2.32766 0.46571 5.15845 -0.116 0.051 -0.024
H -3.84876 1.03551 4.47555 0.137 -0.016 0.043
H -2.75786 1.76181 2.64505 0.121 -0.030 0.308
H -1.18766 2.52551 4.43635 0.090 -0.039 -0.167
H -0.55546 2.37661 2.77905 -0.088 -0.032 0.106
H -0.21056 0.40221 5.09195 0.102 0.043 0.033
H 1.03664 1.33201 4.26465 -0.083 -0.119 0.071
H 1.06024 -0.16019 2.60055 -0.143 -0.063 -0.030
C 2.33324 3.58721 -3.95675 -0.141 -0.141 -0.114
C 1.70764 2.26321 -4.39305 0.343 0.539 -0.635
C 2.63834 1.42021 -5.25845 -0.010 -0.015 0.093
C 3.88014 1.01331 -4.47785 0.022 0.130 -0.231
C 3.50634 0.41471 -3.16025 -0.010 -0.067 0.105
C 4.38214 -0.41949 -2.50015 -0.175 0.075 0.093
C 4.02964 -1.00329 -1.28625 -0.520 0.197 0.122
F 4.89754 -1.81009 -0.68255 0.084 -0.069 0.010
C 2.80664 -0.77029 -0.70575 0.484 -0.096 -0.200
C 1.90484 0.08311 -1.34905 -0.034 0.078 -0.008
C 0.62174 0.34321 -0.71455 0.461 0.722 -1.595
O 0.43314 -0.09659 0.45165 -0.679 -0.423 1.245
C -0.28176 1.11581 -1.48525 -0.551 -0.450 0.837
C 0.13244 1.69551 -2.66365 0.171 -0.096 -0.139
N 1.33324 1.50791 -3.19645 -0.742 0.021 0.154
C 2.24404 0.68361 -2.58395 0.426 -0.722 0.745
C -1.70996 1.40561 -1.04005 1.439 1.043 -1.055
O -2.23266 2.42751 -1.41805 -0.315 -0.092 0.093
O -2.26586 0.49361 -0.32455 -0.889 -1.002 1.387
H 2.64944 4.14681 -4.83195 0.047 0.085 -0.073
H 3.19584 3.42031 -3.31775 0.108 0.017 0.072
H 1.61114 4.18681 -3.40845 -0.050 0.078 0.056
H 0.78664 2.46791 -4.94795 0.083 -0.111 0.142
H 2.91544 1.99551 -6.14005 -0.051 -0.009 -0.028
H 2.11314 0.52371 -5.59425 -0.053 0.022 -0.047
H 4.52814 1.87641 -4.31105 0.031 0.017 -0.027
H 4.46224 0.29201 -5.04915 0.046 0.010 -0.019
H 5.35414 -0.63539 -2.91435 0.119 -0.035 -0.117
H 2.54104 -1.24629 0.22415 0.006 0.012 0.063
H -0.55516 2.34561 -3.18935 0.054 0.054 -0.039
C -2.38276 -4.18049 -0.25845 -0.019 0.315 0.129
Te -1.84686 -2.12899 -0.67455 -0.622 -1.005 -0.793
C -3.47736 -1.86179 -2.04325 0.092 0.048 0.097
H -2.08506 -4.80259 -1.09565 0.111 0.045 -0.204
H -3.45686 -4.27309 -0.11655 -0.014 0.133 0.018
H -1.85836 -4.51749 0.63005 0.077 0.026 0.062
H -4.35466 -2.39959 -1.69045 0.112 -0.018 0.134
H -3.16056 -2.26809 -3.00215 0.091 -0.053 0.042
H -3.69306 -0.80299 -2.14085 0.116 0.072 0.121

=====

78
Properties=species:S:1:pos:R:3:forces:R:3 method="wB97M-V/def2-TZVPD" multiplicity=1 e_homo_ev=-10.03 total_energy_ev=-86756.6125 charge=0
N 2.10197 2.84244 0.28096 0.060 -0.043 0.048
C 0.97741 2.55276 -0.58927 -0.017 0.062 -0.277
C 0.37615 1.17496 -0.26126 0.013 -0.092 0.049
C -0.98652 1.28994 0.38150 0.088 0.180 -0.061
I -1.72582 -0.57818 1.04788 -0.040 -0.117 0.005
O -1.86820 1.78239 -0.64385 -0.125 -0.007 0.031
S -1.78001 3.35451 -0.90906 0.140 -0.147 0.054
O -2.55305 4.02411 0.09586 -0.053 -0.001 -0.186
O -2.09259 3.51105 -2.29461 -0.008 0.080 0.107
C -0.06009 3.71324 -0.57590 -0.046 0.071 0.006
H 2.61355 3.66008 -0.02671 -0.020 -0.006 -0.038
H 1.82328 2.98065 1.24609 -0.015 0.020 -0.016
H 1.37829 2.51091 -1.59865 0.016 -0.069 0.072
H 1.07873 0.60906 0.34989 -0.032 0.108 0.070
H 0.21778 0.61099 -1.18276 0.064 -0.036 0.045
H -1.02658 1.95857 1.24396 0.026 -0.080 0.001
H 0.19661 4.45569 -1.33312 0.061 0.018 0.089
H -0.07133 4.19947 0.40060 0.002 -0.037 -0.027
O 3.08879 3.63915 -2.94525 0.145 0.079 -0.065
C 2.36571 3.75432 -3.88734 -0.084 -0.040 0.026
O 2.72995 4.18310 -5.10770 0.020 -0.023 0.049
C 1.62663 3.98574 -6.00905 -0.026 -0.031 -0.024
C 0.43770 3.92857 -5.06238 0.031 0.034 -0.022
O 1.05317 3.45886 -3.85405 -0.132 0.029 0.061
H 1.59912 4.81033 -6.71455 0.001 0.018 0.025
H 1.78158 3.04470 -6.53750 -0.006 0.014 -0.020
H 0.00367 4.90958 -4.86880 -0.018 -0.008 -0.018
H -0.34022 3.23072 -5.35502 0.016 -0.016 0.006
O -2.12287 -4.41379 0.97656 -0.043 0.093 0.078
C -2.88855 -4.18300 0.09554 0.061 -0.007 -0.036
O -2.58048 -3.47835 -1.01125 0.045 0.012 -0.068
C -3.67958 -3.54364 -1.92589 -0.018 -0.087 -0.014
C -4.83915 -3.89160 -1.00637 -0.006 0.035 0.001
O -4.17952 -4.57400 0.06801 0.016 0.023 0.040
H -3.77881 -2.58573 -2.42827 -0.007 0.015 0.034
H -3.47781 -4.33172 -2.65265 -0.007 0.023 -0.020
H -5.32860 -3.00396 -0.60308 -0.019 -0.007 -0.016
H -5.57556 -4.55655 -1.44754 0.022 -0.019 -0.001
O -2.67588 -6.56267 6.99548 -0.013 0.001 -0.038
C -2.41412 -6.35472 5.85333 0.050 0.015 0.049
O -2.33422 -5.12536 5.29488 -0.017 -0.021 0.033
C -1.78378 -5.26067 3.97607 0.037 -0.042 -0.026
C -2.11114 -6.70173 3.63372 0.067 0.089 -0.028
O -2.14687 -7.30842 4.93659 -0.055 -0.062 0.003
H -2.23519 -4.53554 3.31084 -0.047 -0.001 0.041
H -0.70551 -5.09766 4.03472 -0.001 0.018 -0.035
H -3.09366 -6.81431 3.17276 0.004 0.052 -0.017
H -1.35412 -7.17506 3.01748 -0.032 -0.067 0.079
O 5.54967 -1.80842 -1.24463 0.006 0.013 0.044
C 5.72728 -0.70502 -1.65024 -0.049 -0.006 -0.139
O 6.76588 -0.32940 -2.43438 -0.008 -0.043 0.043
C 6.51191 0.99192 -2.92529 -0.040 0.009 -0.026
C 5.54018 1.53991 -1.89542 0.058 0.054 0.008
O 4.90985 0.34375 -1.41780 -0.017 -0.034 0.062
H 7.45026 1.53522 -2.98882 0.007 -0.015 0.033
H 6.06130 0.91180 -3.91633 0.016 0.021 -0.004
H 6.05450 2.02045 -1.06143 -0.020 -0.009 0.009
H 4.78613 2.20630 -2.30101 -0.023 -0.020 0.012
O -0.19754 -6.89143 1.03497 0.112 -0.107 -0.046
C 0.58414 -6.03462 0.77149 -0.130 0.158 0.013
O 1.62658 -5.67498 1.55359 -0.068 -0.033 0.005
C 2.43463 -4.73077 0.83908 0.042 0.007 -0.045
C 1.45525 -4.18108 -0.18420 -0.003 0.032 0.028
O 0.54372 -5.27426 -0.34251 0.019 -0.072 -0.049
H 2.81387 -3.99062 1.53725 -0.018 0.008 -0.007
H 3.26378 -5.26500 0.37331 0.013 0.033 0.013
H 0.89930 -3.31975 0.18953 -0.014 0.010 0.004
H 1.90198 -3.94814 -1.14623 0.024 -0.028 0.005
O -0.61005 5.62116 5.22937 -0.028 0.020 -0.013
C -1.57520 5.75525 4.55040 0.016 -0.062 -0.005
O -1.56184 6.18269 3.26673 0.048 -0.013 -0.021
C -2.86491 5.98165 2.70077 -0.046 -0.020 -0.020
C -3.74737 5.95668 3.93622 0.013 0.039 0.000
O -2.84244 5.49127 4.94428 0.018 0.031 0.038
H -3.07913 6.79490 2.01307 -0.002 0.023 0.031
H -2.86952 5.03756 2.16012 -0.028 0.006 -0.014
H -4.10172 6.94952 4.21816 -0.015 -0.009 -0.002
H -4.58486 5.26832 3.86898 0.019 -0.018 -0.005

=====

62
Properties=species:S:1:pos:R:3:forces:R:3 method="wB97M-V/def2-TZVPD" e_above_lowest_kcal_mol=14.85 multiplicity=1 e_homo_ev=-8.55 total_energy_ev=-50684.2689 charge=0
Li 2.01681 0.40578 1.06321 -0.321 0.124 0.090
C 0.47921 -1.42672 2.21761 0.137 -0.089 -0.141
P 0.20811 -1.27732 0.40451 -0.196 -0.917 0.068
C -1.41479 -0.43272 0.53081 -0.176 -0.011 -0.117
N -2.51929 -1.10522 0.70871 0.022 -0.053 0.030
C -3.66709 -0.40812 0.86031 -0.012 0.694 -0.026
C -4.87929 -1.08632 1.07911 -0.245 -0.016 0.029
C -6.03529 -0.37712 1.25921 0.177 -0.324 -0.032
C -6.02639 1.02648 1.22031 0.104 0.359 -0.030
C -4.86229 1.71378 1.01211 -0.228 0.038 0.061
C -3.65609 1.01388 0.83171 -0.114 -0.642 0.042
N -2.50079 1.69078 0.65141 0.095 0.151 -0.085
C -1.40919 0.99028 0.48631 -0.221 0.124 0.226
P 0.19271 1.85438 0.36711 -0.073 0.793 -0.359
C -0.28009 3.47528 1.07241 0.127 -0.206 0.035
C 0.34591 2.23028 -1.47249 -0.072 -0.058 0.020
C 1.40391 3.33038 -1.58869 0.002 -0.071 0.181
C 0.85591 0.96828 -2.16519 -0.042 0.014 0.140
C -0.97799 2.67148 -2.09479 0.105 -0.093 0.189
C -0.26099 -3.02842 -0.10849 0.114 0.162 -0.124
C -1.06519 -3.80602 0.93081 -0.021 0.196 0.067
C -1.05059 -2.88912 -1.41439 -0.009 0.164 0.105
C 1.06201 -3.74942 -0.38429 0.003 0.189 0.048
H -0.38259 -1.85402 2.72911 0.055 0.056 0.043
H 0.66991 -0.42722 2.61551 -0.051 0.013 0.256
H 1.36771 -2.03762 2.36901 0.069 -0.048 0.141
H -4.85979 -2.16442 1.10481 -0.014 -0.134 0.006
H -6.96459 -0.89552 1.43781 -0.088 -0.070 -0.001
H -6.95209 1.56508 1.36041 -0.053 0.050 0.016
H -4.82889 2.79188 0.99161 -0.022 0.121 -0.019
H -1.12179 3.92468 0.54771 0.078 0.006 0.043
H 0.59741 4.11808 1.04931 -0.020 0.076 0.014
H -0.56099 3.30398 2.11121 -0.034 0.096 0.024
H 2.25771 3.10768 -0.94619 0.094 0.091 -0.093
H 1.00001 4.29998 -1.30719 -0.042 0.112 0.037
H 1.75811 3.40208 -2.61589 -0.011 -0.011 -0.141
H 1.82551 0.67958 -1.75489 0.020 -0.111 -0.071
H 0.96751 1.14638 -3.23509 0.017 0.062 -0.072
H 0.16291 0.13678 -2.02699 0.042 -0.027 -0.109
H -1.35559 3.57798 -1.62779 -0.080 0.079 0.036
H -1.74229 1.89998 -2.00279 -0.032 -0.014 -0.072
H -0.82919 2.88108 -3.15289 0.050 0.021 -0.136
H -1.91719 -3.23022 1.28321 0.012 -0.114 0.004
H -0.44499 -4.08192 1.78021 0.082 -0.057 0.106
H -1.44089 -4.72372 0.48091 0.020 -0.160 -0.080
H -2.02389 -2.43562 -1.23319 -0.013 -0.070 -0.077
H -1.20659 -3.86382 -1.87419 0.039 -0.138 -0.005
H -0.50499 -2.26532 -2.12469 0.015 -0.003 -0.115
H 1.71971 -3.72972 0.48411 0.082 -0.045 0.042
H 1.59821 -3.27742 -1.20579 0.081 0.016 -0.070
H 0.87031 -4.78912 -0.64899 -0.051 -0.090 -0.017
O 4.09641 -2.12292 0.81511 0.044 -0.608 0.024
C 4.46111 -1.00562 0.51401 0.377 -0.042 -0.221
C 5.71121 -0.65432 -0.30369 0.008 -0.150 -0.006
C 5.69321 0.86788 -0.34429 -0.021 0.101 0.035
C 4.35491 1.21308 0.31221 0.529 0.060 -0.251
O 3.84081 2.31998 0.36831 0.017 0.594 -0.078
N 3.77781 0.11728 0.82201 -0.304 -0.239 0.329
H 5.60621 -1.09872 -1.29629 0.035 -0.040 0.086
H 6.60291 -1.07722 0.15911 -0.065 -0.046 -0.017
H 5.74211 1.28498 -1.34969 0.000 0.071 0.053
H 6.49551 1.31158 0.24751 -0.023 0.064 -0.057

=====

Molecular weight, record by record: 780.53, 650.03, 805.46, 439.41 g/mol